(1)
The following is a quantum chemistry calculation of C29H34BaN7O4PSi2 as an isolated structure at a distorted geometry, from the Open Molecules 2025 dataset.

Geometry as XYZ:
```
78
Properties=species:S:1:pos:R:3:mulliken_charge:R:1
Ba -0.2034 0.1920 -0.4252 1.44
C 3.1082 -2.2674 4.8243 -0.88
N 2.9106 -1.5752 3.5694 0.30
C 3.7314 -0.6108 3.0425 -0.51
C 3.1131 -0.1691 1.9072 -0.75
N 1.9305 -0.8254 1.7379 0.57
C 1.8305 -1.6673 2.7421 -0.28
P 0.5127 -2.8844 3.0361 -0.46
C -0.7898 -1.7164 3.5301 0.21
N -0.4675 -0.6732 4.2684 -0.54
C -1.6596 -0.0928 4.6089 -1.12
C -2.6979 -0.7987 4.0754 -0.20
N -2.1353 -1.8608 3.4149 0.41
C -2.8863 -2.8156 2.6159 -0.34
C 0.1551 -3.3695 1.3191 0.04
N 0.2912 -2.6322 0.2407 0.32
C 0.0709 -3.4478 -0.8299 -0.43
C -0.2026 -4.7113 -0.3904 -0.80
N -0.1296 -4.6690 0.9789 0.36
C -0.4419 -5.7778 1.8519 -0.98
H 3.9632 -1.8226 5.3289 0.32
H 2.2289 -2.1510 5.4567 0.34
H 3.2997 -3.3283 4.6624 0.30
H 4.6527 -0.3321 3.5241 0.38
H 3.4382 0.5915 1.2157 0.43
H -1.7020 0.8182 5.1826 0.41
H -3.7569 -0.6163 4.0139 0.68
H -3.7342 -3.1718 3.2007 0.37
H -3.2186 -2.3288 1.6987 0.18
H -2.2483 -3.6634 2.3783 -0.05
H 0.1401 -3.0567 -1.8358 0.22
H -0.4354 -5.6212 -0.9167 0.41
H 0.0975 -6.6665 1.5248 0.39
H -0.1347 -5.5330 2.8663 0.34
H -1.5133 -5.9862 1.8460 0.32
O 0.8124 4.5299 0.6895 -0.77
C 0.2632 3.4699 0.3742 -0.03
O 0.7169 2.5019 -0.2918 -0.61
C -1.1902 3.2812 0.8786 0.14
C -1.9501 4.3703 1.2896 -0.40
C -3.2417 4.1359 1.7360 -0.34
C -3.7377 2.8394 1.7626 -0.55
C -2.9284 1.8089 1.3026 0.27
N -1.6939 2.0537 0.8774 0.43
C -3.4031 0.3434 1.2715 -0.04
O -4.5017 0.1026 1.8023 -0.83
O -2.6131 -0.4783 0.7334 -0.50
H -1.5037 5.3540 1.2619 0.48
H -3.8644 4.9617 2.0635 0.39
H -4.7335 2.5960 2.1061 0.48
C -2.6728 2.2560 -3.5024 -1.44
Si -1.8792 0.4958 -3.2488 0.21
C -3.4748 -0.5434 -3.6607 -1.43
C -0.9046 0.2975 -4.9208 0.59
C -1.5641 0.5963 -6.1208 -0.19
C -0.9727 0.4416 -7.3653 -0.71
C 0.3335 -0.0259 -7.4319 -0.71
C 1.0066 -0.3209 -6.2553 -0.22
C 0.4283 -0.1775 -4.9838 0.03
Si 1.5421 -0.6107 -3.4157 0.52
C 2.8251 0.8365 -3.5937 -1.38
C 2.6223 -2.0463 -4.1917 -1.64
H -3.2531 2.3314 -4.4321 0.36
H -1.9105 3.0417 -3.5157 0.30
H -3.3456 2.4770 -2.6661 0.30
H -4.0250 -0.1314 -4.5174 0.35
H -4.1461 -0.5643 -2.7964 0.30
H -3.2185 -1.5823 -3.8972 0.29
H -2.5876 0.9611 -6.0769 0.09
H -1.5228 0.6814 -8.2713 0.33
H 0.8268 -0.1577 -8.3915 0.36
H 2.0309 -0.6748 -6.3319 0.11
H 3.0680 1.0215 -4.6482 0.40
H 3.7494 0.5614 -3.0704 0.33
H 2.4698 1.7710 -3.1520 0.26
H 3.3028 -1.7147 -4.9874 0.41
H 1.9781 -2.8306 -4.6047 0.32
H 3.2356 -2.5048 -3.4081 0.33
```

Computed properties:
HOMO-LUMO gap: 3.60 eV
M: 769.11 u
Energy relative to the best compared isomer or geometry (same formula, charge and spin): 34.0 kcal per mole
Electronic energy: -74987.2798 eV
Charge: -2
Largest force on an atom: 1.1 eV/Å
E_HOMO: 0.07 eV

---

(2)
The following is a quantum chemistry calculation of a 2-piece molecular cluster, C7H8N3O4S overall at a distorted geometry, from the Open Molecules 2025 dataset.

Geometry as XYZ:
```
23
Properties=species:S:1:pos:R:3:nbo_charge:R:1
C 1.8214 2.5074 1.5681 -0.24
C 2.1369 0.1131 1.7888 -0.33
C 0.6428 2.2852 0.8781 0.03
C 2.5634 1.4218 2.0138 -0.05
C 0.9645 0.0822 1.1052 0.45
C 3.9598 1.6723 2.8001 0.77
C -2.2123 -0.8255 -1.9500 -0.87
N 0.2429 1.0377 0.6633 -0.46
N -0.0186 -1.7744 0.5455 -0.50
N -1.3049 -2.2831 0.1926 -0.78
O 4.2117 2.8629 2.9221 -0.73
O 4.5346 0.6505 3.1379 -0.73
O -2.3364 -3.4425 -1.7533 -0.96
O -0.0981 -2.4171 -2.0211 -1.01
S -1.4234 -2.3781 -1.4030 2.25
H 2.1784 3.5058 1.7686 0.25
H 2.7211 -0.7204 2.1398 0.27
H 0.0098 3.0784 0.4993 0.19
H -1.8382 -0.0418 -1.3048 0.24
H -1.9421 -0.6504 -2.9819 0.23
H -3.2795 -0.9543 -1.8310 0.23
H 0.3281 -2.3065 1.3391 0.38
H 0.5784 -1.9027 -0.2833 0.41
```

Computed properties:
HOMO-LUMO gap (alpha / beta): 7.73 / 7.73 eV
M: 230.23 u
Energy relative to the best compared isomer or geometry (same formula, charge and spin): 0.0 kcal per mole
Electronic energy: -30882.4031 eV
Charge: -1
Largest force on an atom: 3.0 eV/Å
E_HOMO (alpha / beta): -5.41 / -5.41 eV

---

(3)
The following is a quantum chemistry calculation of C5H7NO as an isolated structure at a distorted geometry, from the Open Molecules 2025 dataset.

Geometry as XYZ:
```
14
Properties=species:S:1:pos:R:3:nbo_charge:R:1
C -1.9852 0.1619 0.7034 -0.55
N -0.6084 -0.1184 -0.3443 -0.47
C -0.0459 -1.3925 -0.2869 -0.08
C 1.2977 -1.2560 -0.2051 -0.26
C 1.6026 0.1573 -0.2360 -0.40
C 0.4126 0.8029 -0.3459 0.46
O 0.0654 2.1101 -0.4303 -0.66
H -1.7742 1.1656 1.0835 0.20
H -1.8373 -0.5421 1.5409 0.20
H -1.8999 -0.0155 -0.4877 0.39
H -0.6860 -2.2673 -0.3195 0.22
H 2.0107 -2.0615 -0.1229 0.22
H 2.5788 0.6148 -0.1729 0.22
H 0.8692 2.6408 -0.3764 0.49
```

Computed properties:
HOMO-LUMO gap: 8.81 eV
M: 97.12 u
Energy relative to the best compared isomer or geometry (same formula, charge and spin): 101.9 kcal per mole
Electronic energy: -8831.7839 eV
Largest force on an atom: 2.9 eV/Å
E_HOMO: -8.08 eV

---

(4)
The following is a quantum chemistry calculation of a 4-piece molecular cluster, C18H33BrN6 overall at a distorted geometry, from the Open Molecules 2025 dataset.

Geometry as XYZ:
```
58
Properties=species:S:1:pos:R:3:lowdin_spin:R:1
C -4.5348 -3.7285 3.5801 0.01
C -4.7585 -2.2556 3.1749 0.02
N -3.4318 -1.7027 2.6982 0.21
C -3.0621 -1.1955 1.4581 0.02
C -1.7407 -0.7504 1.5083 0.01
N -1.2194 -1.1223 2.7345 0.20
C -2.2542 -1.6675 3.4306 0.38
C 0.1113 -0.9135 3.1901 0.03
H -3.7046 -3.9132 4.2618 0.01
H -4.3732 -4.3528 2.7013 0.00
H -5.4940 -4.1105 3.9295 0.00
H -5.0489 -1.6517 4.0347 0.01
H -5.6012 -2.1910 2.4866 0.00
H -3.8573 -1.1437 0.7292 0.00
H -1.1338 -0.2248 0.7860 0.00
H -2.2779 -2.0436 4.4427 0.06
H 0.0636 -0.1983 4.0113 0.01
H 0.7405 -0.2891 2.5558 0.00
H 0.6988 -1.7734 3.5118 0.01
C -4.3797 -2.3147 -3.9775 0.00
C -2.8890 -2.0889 -4.0857 0.00
N -2.2449 -2.2581 -2.7624 0.00
C -0.9522 -1.8422 -2.4071 0.00
C -0.6659 -2.2652 -1.0661 0.00
N -1.7099 -3.1522 -0.6985 0.00
C -2.6527 -3.0556 -1.7059 0.00
C -1.8969 -3.9481 0.4546 0.01
H -4.7805 -1.5351 -3.3296 0.00
H -4.6383 -3.2710 -3.5228 0.00
H -4.9114 -2.3136 -4.9290 0.00
H -2.8118 -1.0505 -4.4080 0.00
H -2.2655 -2.5260 -4.8656 0.00
H -0.3471 -1.1577 -2.9830 0.00
H 0.2134 -2.1019 -0.4608 0.00
H -3.5770 -3.6120 -1.6575 0.00
H -1.5144 -3.5726 1.4037 0.01
H -1.4398 -4.9373 0.4267 0.00
H -2.9124 -4.3168 0.5992 0.00
C 7.2071 5.3575 0.6891 0.00
C 6.8700 4.0675 -0.0840 0.00
N 5.6231 3.9833 -0.7258 0.00
C 5.0266 2.7819 -1.0604 0.00
C 3.7766 3.1222 -1.6083 0.00
N 3.6880 4.5538 -1.6686 0.00
C 4.8125 5.0173 -0.9893 0.00
C 2.5377 5.3837 -2.0106 0.00
H 6.5120 5.4854 1.5189 0.00
H 7.1475 6.2044 0.0054 0.00
H 8.2319 5.1960 1.0234 0.00
H 6.9995 3.2894 0.6682 0.00
H 7.5750 4.1020 -0.9147 0.00
H 5.5532 1.8779 -0.7923 0.00
H 2.9516 2.5118 -1.9448 0.00
H 4.9718 6.0522 -0.7250 0.00
H 1.6700 4.9740 -1.4935 0.00
H 2.3540 5.5107 -3.0775 0.00
H 2.6657 6.3605 -1.5440 0.00
Br 1.0802 0.7163 -0.5164 0.00
```

Computed properties:
HOMO-LUMO gap (alpha / beta): 3.28 / 7.38 eV
M: 413.41 u
Energy relative to the best compared isomer or geometry (same formula, charge and spin): 16.4 kcal per mole
Electronic energy: -98174.3570 eV
⟨S²⟩: 0.76
Charge: +1
Largest force on an atom: 4.9 eV/Å
Spin multiplicity: 2
E_HOMO (alpha / beta): -5.38 / -9.49 eV

---

(5)
The following is a quantum chemistry calculation of C28H25ClCoOSi as an isolated structure at a distorted geometry, from the Open Molecules 2025 dataset.

Geometry as XYZ:
```
57
Properties=species:S:1:pos:R:3:lowdin_spin:R:1
C 0.7949 -2.1187 0.3491 0.03
C 0.9150 -1.7302 -1.0051 0.04
C -0.4305 -1.5838 -1.5594 0.04
H 1.8366 -1.4969 -1.5539 0.00
C -1.3461 -1.8323 -0.4567 0.02
C -0.5965 -2.2126 0.6779 0.04
H -0.9970 -2.5448 1.6338 0.00
H 1.6203 -2.2908 1.0372 0.00
H -0.6661 -1.7836 -2.6050 0.00
H -2.4276 -1.7119 -0.5024 0.00
Co -0.0085 0.6461 -1.9287 2.39
Cl 1.0004 1.2141 -0.0625 0.15
C -0.0487 2.3975 -2.8378 0.08
C -1.2709 1.6778 -3.0127 0.03
C -0.9553 0.4051 -3.6008 0.05
H -2.2606 2.0792 -2.8126 0.01
C 0.4754 0.3407 -3.7841 0.05
C 1.0188 1.5845 -3.3231 0.05
H 2.0593 1.8696 -3.3619 0.00
H 0.0641 3.3993 -2.4381 0.01
H -1.6769 -0.3344 -3.9423 0.00
H 1.0549 -0.4501 -4.2483 0.01
O -1.5416 0.6508 1.1647 0.01
Si -1.8253 0.8648 2.6936 0.00
C -3.6619 0.5944 2.9876 0.00
C -4.1689 -0.7083 2.8783 0.00
C -5.5295 -0.9402 3.1073 0.00
C -6.3786 0.1296 3.3989 0.00
C -5.8681 1.4275 3.4828 0.00
C -4.5038 1.6660 3.2731 0.00
C -1.0406 -0.3255 3.9227 0.00
C 0.2545 -0.8158 3.7194 0.00
C 0.8332 -1.6670 4.6706 0.00
C 0.1158 -2.0314 5.8137 0.00
C -1.1725 -1.5372 6.0207 0.00
C -1.7467 -0.6814 5.0749 0.00
C -1.3586 2.5619 3.3522 0.00
C -0.6221 2.7235 4.5280 0.00
C -0.3139 4.0103 4.9888 0.00
C -0.7386 5.1337 4.2726 0.00
C -1.4606 4.9724 3.0842 0.00
C -1.7384 3.6870 2.6075 0.00
H -3.5029 -1.5431 2.6512 0.00
H -5.9137 -1.9590 3.0655 0.00
H -7.4362 -0.0508 3.5984 0.00
H -6.5158 2.2685 3.7271 0.00
H -4.0872 2.6719 3.3629 0.00
H 0.8106 -0.5194 2.8280 0.00
H 1.8451 -2.0380 4.5090 0.00
H 0.5670 -2.6897 6.5553 0.00
H -1.7449 -1.8052 6.9084 0.00
H -2.7518 -0.2870 5.2373 0.00
H -0.3046 1.8502 5.1001 0.00
H 0.2518 4.1261 5.9127 0.00
H -0.5134 6.1361 4.6414 0.00
H -1.8171 5.8400 2.5281 0.00
H -2.2693 3.5545 1.6617 0.00
```

Computed properties:
HOMO-LUMO gap (alpha / beta): 4.97 / 5.19 eV
M: 499.98 u
Energy relative to the best compared isomer or geometry (same formula, charge and spin): 10.0 kcal per mole
Electronic energy: -89515.1283 eV
⟨S²⟩: 3.77
Charge: -2
Largest force on an atom: 8.7 eV/Å
Spin multiplicity: 4
E_HOMO (alpha / beta): -0.06 / -0.28 eV

---

(6)
The following is a quantum chemistry calculation of C16H38ClInO3OsSSi as an isolated structure at a distorted geometry, from the Open Molecules 2025 dataset.

Geometry as XYZ:
```
62
Properties=species:S:1:pos:R:3:lowdin_spin:R:1
In -2.7343 -0.7697 1.9405 0.02
Cl -0.7951 -1.0488 3.1891 0.00
C -3.5336 -2.0518 0.4532 0.01
C -3.3940 1.2780 2.0130 0.00
H -4.5190 -1.6411 0.1950 0.00
H -2.8218 -2.1284 -0.3968 0.00
H -3.5866 -2.9708 1.0635 0.00
H -4.4260 1.3290 1.6225 0.00
H -2.6447 1.8993 1.4765 0.00
H -3.3360 1.4167 3.1134 0.00
Os 0.3652 0.2187 -1.4312 2.31
C 1.3001 1.4222 0.0674 0.20
C -0.8065 1.4257 -2.1558 0.54
H 0.5773 2.3376 0.1704 0.02
H 1.2455 0.7297 1.0352 0.03
H 2.3531 1.7071 -0.3001 0.02
H -1.0460 2.0428 -1.1880 0.08
H -1.4043 1.4459 -3.1065 0.06
C 4.5388 0.1059 0.9013 0.00
C 5.0683 0.4480 -0.4882 0.00
C 5.3883 1.9440 -0.5478 0.00
C 6.2672 -0.4423 -0.8607 0.00
O 4.0283 0.2606 -1.5221 0.01
Si 3.1047 -1.0717 -1.8414 0.08
S 1.2741 -0.8186 -2.9401 0.46
O 3.9045 -2.0106 -2.9423 0.02
C 4.3648 -1.7954 -4.2914 0.00
C 3.2924 -1.0712 -5.0993 0.02
C 5.6388 -0.9575 -4.2818 0.00
C 4.7053 -3.1769 -4.8739 0.00
O 3.0878 -1.9997 -0.4888 0.01
C 2.3272 -3.1922 -0.1150 0.00
C 0.8406 -2.8305 -0.3982 0.04
C 2.8377 -4.4038 -0.9130 0.00
C 2.5647 -3.5253 1.3699 0.00
H 5.2620 0.4461 1.6651 0.00
H 4.4096 -0.9721 1.0394 0.00
H 3.5782 0.5948 1.1046 0.00
H 6.2017 2.2313 0.1404 0.00
H 5.6774 2.2234 -1.5681 0.00
H 4.4914 2.5165 -0.2785 0.00
H 7.1148 -0.3409 -0.1559 0.00
H 5.9308 -1.4951 -0.8642 0.00
H 6.6269 -0.1740 -1.8662 0.00
H 3.0703 -0.0807 -4.6646 0.01
H 3.6473 -0.9377 -6.1289 0.00
H 2.3728 -1.6685 -5.0994 0.01
H 6.4528 -1.4371 -3.7183 0.00
H 5.9974 -0.8482 -5.3229 0.00
H 5.4501 0.0469 -3.8760 0.00
H 5.4937 -3.6485 -4.2622 0.00
H 3.8042 -3.8072 -4.8773 0.00
H 5.0833 -3.0993 -5.9125 0.00
H 0.5656 -2.9737 -1.4702 0.01
H 0.1579 -3.4322 0.2174 0.00
H 0.6159 -1.7127 -0.0942 0.04
H 3.9094 -4.5826 -0.7153 0.00
H 2.3442 -5.3552 -0.6225 0.00
H 2.7090 -4.2954 -1.9908 0.00
H 3.6194 -3.7210 1.5900 0.00
H 2.2124 -2.7498 2.0651 0.00
H 1.9944 -4.4554 1.5516 0.00
```

Computed properties:
HOMO-LUMO gap (alpha / beta): 6.31 / 7.74 eV
M: 679.13 u
Energy relative to the best compared isomer or geometry (same formula, charge and spin): 20.0 kcal per mole
Electronic energy: -62225.5552 eV
⟨S²⟩: 6.01
Largest force on an atom: 5.2 eV/Å
Spin multiplicity: 5
E_HOMO (alpha / beta): -6.60 / -9.09 eV

---

(7)
The following is a quantum chemistry calculation of an isolated molecule of C15H18N4O at a distorted geometry, from the Open Molecules 2025 dataset.

Geometry as XYZ:
```
38
Properties=species:S:1:pos:R:3:nbo_charge:R:1
O 0.7888 -6.0895 -2.0711 -0.56
C 0.5702 -5.2888 -1.1588 0.62
N 0.9793 -5.5678 0.1445 -0.47
C 0.7892 -4.6365 1.0160 0.31
N 0.1773 -3.3444 0.8666 -0.60
C -0.2088 -3.0883 -0.4187 0.34
C -0.0188 -3.9504 -1.4578 -0.29
C -0.3645 -3.2618 -2.6581 0.05
N -0.8226 -2.1251 -2.4656 -0.24
N -0.5995 -1.9543 -1.1123 -0.22
C -0.7811 -0.6226 -0.5852 0.16
C -0.8602 -0.4647 0.9760 -0.42
C -1.0419 1.0447 1.4668 -0.20
C 0.0816 1.9694 1.0578 -0.40
C 0.1465 1.7267 -0.5048 -0.23
C -1.0869 2.3327 -1.1647 -0.40
C -2.3035 1.4762 -0.6446 -0.22
C -2.2856 1.5189 0.8618 -0.41
C -2.0565 0.1074 -1.2776 -0.39
C 0.4841 0.3330 -0.9509 -0.41
H 0.9644 -4.9645 2.0256 0.19
H -0.4811 -3.1380 1.6005 0.42
H -0.2117 -3.7285 -3.6590 0.22
H 0.1260 -0.6484 1.4782 0.21
H -1.5342 -1.1458 1.4293 0.20
H -0.9703 0.9909 2.5402 0.21
H 1.0001 1.6908 1.6807 0.20
H -0.0523 3.0455 1.2294 0.22
H 0.9496 2.4418 -0.8039 0.22
H -0.9419 2.2464 -2.2626 0.20
H -1.2786 3.3430 -0.9579 0.21
H -3.2404 1.8905 -0.8939 0.21
H -2.5560 2.5563 1.2341 0.21
H -3.0844 0.8685 1.1808 0.20
H -1.9338 0.1750 -2.3153 0.23
H -2.9838 -0.4830 -1.0911 0.21
H 0.6321 0.3408 -2.0724 0.22
H 1.3924 -0.0233 -0.5026 0.21
```

Computed properties:
HOMO-LUMO gap: 9.31 eV
M: 270.34 u
Energy relative to the best compared isomer or geometry (same formula, charge and spin): 33.3 kcal per mole
Electronic energy: -23853.4017 eV
Largest force on an atom: 6.6 eV/Å
SMILES: O=c1nc[nH]c2c1cnn2[C@]12C[C@H]3C[C@H](C[C@H](C3)C1)C2
E_HOMO: -9.09 eV